Entry from the Open Molecules 2025 dataset: a molecular structure, C32H39AuN5O2S (wB97M-V/def2-TZVPD).

Results
- gap between HOMO and LUMO (alpha / beta) (eV) = 6.6 / 3.8
- electronic energy (Ha) = -2199.9000
- molar mass (g mol⁻¹) = 754.731
- HOMO (alpha / beta) (eV) = -16.221 / -16.219
- <S²> = 2.008

ORCA input file:
```
! RIJCOSX wB97M-V def2-TZVPD def2/J DEFGRID3
* xyz 3 3
H -0.952 -3.702 3.087
C 0.590 -3.385 -3.984
H -4.604 4.158 -2.470
H -0.802 -1.666 -6.536
C -0.445 -1.373 -3.194
H -3.329 2.190 -1.235
C -5.784 3.138 -0.991
C 1.751 5.773 -0.932
H 0.484 -3.723 -6.090
H -5.712 1.055 -0.384
H -0.724 -4.601 -1.569
C -0.444 3.232 0.803
C 2.682 3.592 -1.351
C -1.228 -0.397 3.872
C -0.910 -2.631 2.976
H -7.121 1.929 0.174
C 2.730 4.978 -1.515
H -1.370 3.481 0.259
O -0.759 2.513 3.030
H 1.824 -2.944 -1.559
H -6.933 -2.393 -2.058
C -4.976 3.151 -2.292
C -0.106 -2.686 0.524
C -4.560 -3.821 -2.312
C -3.726 -0.252 -1.956
H -7.025 1.449 -1.520
H -7.310 -2.848 -0.397
C 0.745 5.200 -0.181
C -0.531 3.718 2.279
H 3.436 2.973 -1.813
N -0.385 -0.727 1.709
C 0.697 3.810 0.000
C -3.539 -2.715 -2.052
Au -0.012 0.137 -0.324
H 1.159 -4.281 -3.800
H -6.563 3.899 -1.099
H 1.773 6.842 -1.077
H -0.011 5.825 0.268
N -4.053 -1.434 -2.467
H -1.562 0.256 4.662
H -5.151 3.446 -0.156
H -5.037 -3.670 -3.283
N -0.418 1.789 0.971
H 3.521 5.423 -2.098
C -0.830 -1.058 -4.484
C 0.724 -2.915 -1.537
H -2.623 -2.918 -2.627
C 0.213 -3.071 -5.275
H 1.636 1.937 -0.487
C -0.753 0.108 2.663
H 0.403 4.164 2.634
H -4.720 0.752 -3.400
H -1.358 4.401 2.473
H -5.944 -1.804 -0.703
C -0.631 1.506 2.221
N -4.155 0.849 -2.562
N 0.344 -1.995 -0.476
H -6.262 -4.750 -1.447
C 0.262 -2.541 -2.924
H -3.025 2.531 -2.963
O -0.242 -3.969 0.338
H -5.624 2.893 -3.132
H -3.285 -2.654 -0.986
H 0.888 -5.071 -0.971
C -3.778 2.203 -2.235
H -4.035 -4.774 -2.357
S -2.860 -0.167 -0.471
H -1.632 -2.204 4.940
C -0.507 -1.909 -5.529
C -6.446 1.811 -0.673
C -5.624 -3.892 -1.212
C 0.157 -4.265 -1.011
H -4.599 -1.456 -3.324
C -6.497 -2.658 -1.098
C 1.671 3.020 -0.602
H -5.152 -4.103 -0.251
C -1.277 -1.781 4.014
H -0.668 -0.684 -2.381
C -0.474 -2.042 1.791
H -1.366 -0.140 -4.676
*
```

---

Entry from the Open Molecules 2025 dataset: a single C3H7N3S2 molecule (wB97M-V/def2-TZVPD).

Results
- gap between HOMO and LUMO (eV) = 9.0
- electronic energy (Ha) = -1079.0399
- molar mass (g mol⁻¹) = 149.244
- HOMO (eV) = -8.375
- SMILES = NN1CCS/C1=N/S

ORCA input file:
```
! RIJCOSX wB97M-V def2-TZVPD def2/J DEFGRID3
* xyz 0 1
N 1.544 -1.814 0.214
H 2.340 0.156 -0.805
H -0.820 0.068 -1.756
S 2.953 -0.832 -0.185
C 0.523 -1.103 0.153
C -1.900 -0.305 0.022
H -2.826 -0.628 -0.516
H -1.105 1.736 -0.706
C -0.940 0.544 -0.758
N 0.889 1.109 0.865
N 0.389 0.269 -0.131
S -1.031 -1.905 0.216
H -2.297 0.455 0.858
H 0.458 0.986 1.882
H 1.822 1.262 0.647
*
```

---

Entry from the Open Molecules 2025 dataset: a molecular structure, C16H39N3O6P2S (wB97M-V/def2-TZVPD).

Results
- gap between HOMO and LUMO (eV) = 7.7
- electronic energy (Ha) = -2329.6547
- molar mass (g mol⁻¹) = 463.518
- HOMO (eV) = -7.699

ORCA input file:
```
! RIJCOSX wB97M-V def2-TZVPD def2/J DEFGRID3
* xyz 0 1
H -4.876 -1.073 0.996
C -1.672 -4.246 0.342
C -4.387 -1.894 1.523
H 1.987 1.598 -1.202
C -0.020 2.211 -5.246
H 1.923 2.005 -3.566
H 0.894 3.188 -2.775
C 1.087 1.314 -1.743
H -2.847 -4.492 -1.490
H -1.235 3.454 -2.045
C -1.430 1.670 -3.303
H 3.898 3.997 3.681
C 4.978 3.973 3.439
H -2.506 -6.010 -0.642
H 5.468 3.441 4.272
S -1.485 0.610 2.137
H 0.942 1.900 -5.668
H 0.349 0.277 4.200
H -1.006 -4.874 0.941
H -1.241 -5.202 -1.545
H 0.238 1.491 -1.078
O 2.097 2.557 0.968
H -4.192 -3.138 -0.219
O 5.651 0.568 0.654
H 4.835 -0.479 3.472
C -2.105 -5.030 -0.899
P 0.145 -0.125 2.860
C -4.531 -5.494 1.373
O 3.467 1.681 2.962
H -5.172 -2.500 1.982
C 0.977 2.121 -3.028
H -2.148 1.300 -4.041
O 1.459 0.330 1.904
H 0.133 3.997 -6.450
H 1.144 0.244 -1.958
C -1.959 2.977 -2.708
H -2.691 -5.354 2.476
N -0.102 1.679 -3.896
H -2.883 -1.994 0.032
H -3.849 -4.139 2.880
C -3.539 -2.700 0.551
C -0.143 3.726 -5.428
H -0.772 1.718 -5.871
H -5.108 -6.006 2.148
H -2.247 3.692 -3.477
C 5.289 0.771 1.745
P 1.967 1.863 2.230
N -2.713 -3.702 1.201
H 6.093 -1.095 2.354
H -3.770 -1.467 2.315
H -2.853 2.771 -2.113
O 0.976 2.634 3.231
H 0.148 -1.541 2.806
H 5.333 4.997 3.304
H 0.517 4.278 -4.758
H -4.139 -6.262 0.709
C 5.132 3.157 2.147
C -3.417 -4.671 2.026
O 5.811 3.565 1.282
H -1.046 -3.411 0.009
H -1.165 4.072 -5.276
C 5.706 -0.198 2.856
H -5.231 -4.873 0.811
N 4.425 1.918 1.960
H -1.443 0.912 -2.513
H 6.491 0.200 3.519
H 0.366 3.115 2.638
*
```

---

Entry from the Open Molecules 2025 dataset: 5 unconnected molecules or ions with the total composition C17H48N4O5 (wB97M-V/def2-TZVPD).

Results
- gap between HOMO and LUMO (eV) = 9.5
- electronic energy (Ha) = -1271.5278
- molar mass (g mol⁻¹) = 388.594
- HOMO (eV) = -8.903
- SMILES = COC[C@H](C)N.COC[C@H](C)N.COC[C@H](C)N.COC[C@H](C)N.CO

ORCA input file:
```
! RIJCOSX wB97M-V def2-TZVPD def2/J DEFGRID3
* xyz 0 1
H -8.305 -15.736 -2.680
H -9.272 -16.016 -3.954
C -0.668 -9.739 -7.597
H -5.173 -16.223 -4.644
H 0.441 -11.648 1.390
H 0.609 -11.237 -8.321
C -0.392 -10.927 -8.623
H -3.212 -21.438 -9.299
H 1.924 -11.563 1.000
H -3.589 -18.092 -11.003
C -0.905 -10.189 -6.166
H -8.652 -17.546 -0.889
C -4.429 -20.085 -10.595
N -1.768 -9.023 -8.028
C -8.886 -18.780 -3.932
H -6.733 -19.897 -0.681
C 1.182 -13.442 0.925
H -0.652 -21.378 -11.977
H -2.594 -19.823 -9.743
C -3.638 -14.995 -4.384
H -7.932 -19.360 0.543
H 1.427 -11.070 -10.796
C -7.774 -19.948 -0.361
H -7.165 -17.960 -1.806
C 1.821 -14.211 -0.261
H -6.015 -19.138 -9.726
N -5.232 -19.734 -9.500
O -4.354 -16.014 -5.100
H 2.697 -13.305 2.411
H 1.923 -14.852 2.390
H -2.533 -9.674 -8.127
H -9.565 -19.593 -3.674
H -5.087 -18.549 -11.838
O 0.873 -13.498 3.462
H -7.920 -19.279 -3.856
H -10.029 -17.517 -2.609
H -9.106 -18.265 -4.868
H 1.236 -15.040 -0.659
H -1.028 -11.803 -8.496
H -1.124 -9.308 -5.562
H -4.602 -19.071 -9.073
C -4.133 -18.919 -11.460
H 0.182 -9.061 -7.663
C 1.341 -12.232 4.051
H 0.201 -13.915 0.906
H -1.564 -8.626 -8.935
H -4.347 -14.335 -3.885
C -8.994 -17.665 -2.919
N 1.074 -12.014 0.693
C 0.369 -11.314 -10.896
H -3.169 -14.357 -5.134
H 0.430 -11.740 4.392
H 0.245 -12.387 -10.752
H -3.572 -19.072 -12.382
H 1.855 -11.509 3.418
C 1.718 -13.782 2.358
N -8.485 -16.381 -3.437
H 1.963 -13.563 -1.126
H -0.043 -10.759 -5.821
H -8.070 -20.988 -0.223
H -0.541 -21.885 -10.346
H 2.800 -14.565 0.061
H -0.576 -20.157 -10.614
O -2.408 -21.195 -11.075
H -0.089 -11.071 -11.855
H -4.988 -20.864 -11.113
C -0.976 -21.106 -10.973
H 1.943 -12.420 4.939
O -8.559 -19.487 -1.397
H -2.884 -15.385 -3.701
C -8.240 -18.121 -1.718
C -3.122 -20.706 -10.102
H -1.754 -10.871 -6.126
O -0.377 -10.537 -9.986
*
```